Computed, not measured: a single C9H9N5O3 molecule in a non-equilibrium geometry, with ωB97M-V/def2-TZVPD.

Positions of all 26 atoms, in Å:
C -4.523 0.516 -0.497
N -3.341 0.445 0.345
C -2.094 0.526 -0.178
N -1.807 0.956 -1.385
C -0.527 0.912 -1.767
C 0.456 0.479 -0.899
N 1.781 0.482 -1.328
C 2.691 -0.053 -0.536
C 4.077 0.052 -0.970
O 4.775 -0.923 -1.007
O 4.469 1.279 -1.360
C 2.303 -0.679 0.736
O 3.033 -1.347 1.485
N 0.985 -0.559 1.203
C 0.497 -1.341 2.376
C 0.059 0.039 0.346
N -1.209 0.072 0.708
H -5.405 0.453 0.133
H -4.538 1.431 -1.039
H -4.588 -0.350 -1.217
H -3.336 -0.130 1.166
H -0.214 1.237 -2.772
H 5.349 1.171 -1.700
H 0.756 -0.836 3.312
H 0.926 -2.347 2.395
H -0.576 -1.484 2.452

Forces on atoms 1 to 3 (eV/Å):
C -0.109 -1.625 0.017
N -0.575 0.503 -1.210
C 0.324 -0.661 1.518

## Properties
SMILES: CNc1ncc2nc(C(=O)O)c(=O)n(C)c2n1
LUMO, eV: -0.8
Charge: 0
HOMO, eV: -8.803
Kohn-Sham gap, eV: 8.02


Computed, not measured: a molecular structure, C9H9NO6S in a non-equilibrium geometry, with ωB97M-V/def2-TZVPD.

Positions of all 26 atoms, in Å:
O 3.117 0.097 -1.632
O 1.947 0.505 1.339
O -3.360 -0.683 -0.432
O -2.235 1.287 0.514
O 1.864 1.905 -2.616
O -0.211 -1.834 2.730
C 2.101 0.786 -1.813
C 1.082 -0.358 1.037
C 0.837 0.331 -1.238
C -0.245 0.973 -1.964
N 0.626 -0.627 -0.224
C 0.810 -1.938 3.739
C 0.426 2.114 -2.725
C -1.626 0.599 -1.907
C -0.686 -1.055 0.306
C -0.205 -0.743 1.783
S -2.084 0.038 -0.309
H 0.347 -2.008 4.719
H 1.588 -1.201 3.688
H 1.267 -2.820 3.615
H 0.162 2.125 -3.782
H 0.174 3.038 -2.221
H -2.223 1.506 -2.207
H -1.833 -0.121 -2.590
H -0.957 -2.097 0.025
H -0.683 0.179 2.167

Forces on atoms 1 to 3 (eV/Å):
O -2.102 3.095 -1.267
O -2.270 -3.554 -0.704
O 2.318 -0.148 -0.118

## Properties
LUMO, eV: -0.6
Charge: 0
HOMO, eV: -9.657
Kohn-Sham gap, eV: 9.10


Computed, not measured: a molecular structure, C9H9O6V in a non-equilibrium geometry, with ωB97M-V/def2-TZVPD.

Positions of all 25 atoms, in Å:
O -7.183 -1.172 -0.364
C -6.089 -1.402 -0.083
V -1.509 -0.961 -0.525
C 0.101 -1.842 0.361
O 1.123 -2.213 0.795
C -0.808 0.179 -1.826
O -0.381 0.875 -2.654
C -1.933 0.512 0.741
O -2.003 1.505 1.332
C -1.845 -2.494 -1.817
O -1.826 -3.231 -2.727
H -2.845 -0.402 -1.105
C 2.918 0.465 0.322
C 2.351 1.419 1.395
C 0.909 0.927 1.472
O 0.554 0.641 0.109
C 1.753 0.489 -0.666
H 3.868 0.755 -0.130
H 3.007 -0.549 0.721
H 2.304 2.418 0.958
H 2.887 1.443 2.347
H 0.838 0.028 2.085
H 0.240 1.658 1.914
H 1.852 1.349 -1.355
H 1.717 -0.398 -1.301

Forces on atoms 1 to 3 (eV/Å):
O 3.353 -0.714 0.868
C -3.317 0.712 -0.864
V -0.945 -2.588 1.967

## Properties
LUMO (spin up / spin down), eV: -5.6 / -6.0
Charge: +1
HOMO (spin up / spin down), eV: -13.422 / -14.281
Multiplicity: 4
Kohn-Sham gap (spin up / spin down), eV: 7.79 / 8.23


Computed, not measured: 2 unconnected molecules or ions with the total composition CBr2N2 in a non-equilibrium geometry, with ωB97M-V/def2-TZVPD.

Positions of all 5 atoms, in Å:
C -0.282 -0.314 0.960
N -0.354 -0.966 1.934
N -0.244 0.428 -0.140
Br -1.253 0.307 -1.543
Br 2.133 0.546 -1.211

Forces on atoms 1 to 3 (eV/Å):
C -1.292 -0.087 -0.825
N 0.355 0.664 -0.735
N 1.971 -0.283 2.471

## Properties
LUMO (spin up / spin down), eV: -0.5 / -3.7
Charge: 0
HOMO (spin up / spin down), eV: -10.393 / -10.506
Multiplicity: 3
Kohn-Sham gap (spin up / spin down), eV: 9.86 / 6.79


Computed, not measured: a molecular structure, CBr2OS in a non-equilibrium geometry, with ωB97M-V/def2-TZVPD.

Positions of all 5 atoms, in Å:
C 0.700 0.107 -0.304
O -2.113 -0.522 0.161
S -1.475 0.781 0.061
Br 2.017 1.303 -0.017
Br 0.872 -1.670 0.098

Forces on atoms 1 to 3 (eV/Å):
C -3.640 0.668 0.301
O -0.812 -0.758 0.162
S 3.680 -0.447 -0.652

## Properties
LUMO (spin up / spin down), eV: -1.4 / -1.1
Charge: 0
HOMO (spin up / spin down), eV: -8.310 / -9.487
Kohn-Sham gap (spin up / spin down), eV: 6.94 / 8.41


Computed, not measured: a molecular structure, CBr3ClS, with ωB97M-V/def2-TZVPD.

Positions of all 6 atoms, in Å:
C -0.465 -0.857 0.664
S 0.098 1.494 -2.004
Cl 1.685 2.363 -1.294
Br -1.330 0.296 1.833
Br 1.360 -1.085 1.032
Br -1.348 -2.210 -0.232

Forces on atoms 1 to 3 (eV/Å):
C 0.680 0.315 0.083
S -0.661 -0.439 -0.193
Cl 0.623 0.321 0.306

## Properties
LUMO (spin up / spin down), eV: -0.9 / -2.3
Charge: 0
HOMO (spin up / spin down), eV: -9.413 / -8.388
Kohn-Sham gap (spin up / spin down), eV: 8.47 / 6.04


Ordered E results: -847.89827; -1252.59265; -1743.42245; -5295.49172; -5659.41645; -8618.41176; unit Eh.